1.
A structure of composition C55H101F6N12O9S2 at a distorted geometry, computed with ωB97M-V/def2-TZVPD.

Output
total energy = -132896.9348 eV
HOMO level = -11.89 eV
HOMO-LUMO gap = 0.8 eV
max |F| = 9.424 eV/Å
molar mass = 1252.6 g/mol
E_LUMO = -11.10 eV

```
! RIJCOSX wB97M-V def2-TZVPD def2/J DEFGRID3
* xyz 5 1
C -11.918 -18.117 -10.081
F -13.230 -17.840 -9.786
F -11.663 -19.369 -10.394
F -11.581 -17.235 -11.108
S -10.876 -17.536 -8.556
O -9.531 -18.107 -8.762
O -11.005 -16.084 -8.567
N -11.689 -18.361 -7.247
S -10.666 -18.306 -6.033
O -9.944 -19.558 -5.754
O -9.843 -17.105 -5.980
C -11.899 -18.169 -4.473
F -11.112 -17.937 -3.368
F -12.755 -17.179 -4.727
F -12.503 -19.365 -4.321
C -0.573 -22.536 0.374
C -1.648 -21.966 -0.503
C -2.303 -20.702 0.244
C -2.977 -19.690 -0.658
C -1.971 -19.307 -1.784
C -1.540 -20.456 -2.691
N -0.970 -21.552 -1.786
O -0.228 -22.582 -2.405
C -0.407 -19.824 -3.570
C -2.717 -20.990 -3.427
C -2.803 -22.999 -0.749
H -0.905 -23.002 1.302
H 0.123 -21.787 0.751
H 0.013 -23.339 -0.073
H -1.414 -20.230 0.662
H -2.889 -20.990 1.117
H -3.238 -18.810 -0.072
H -3.871 -20.033 -1.179
H -1.106 -18.839 -1.315
H -2.327 -18.413 -2.296
H 0.574 -19.622 -3.141
H -0.733 -18.932 -4.107
H -0.179 -20.546 -4.354
H -2.464 -21.925 -3.927
H -3.034 -20.290 -4.200
H -3.573 -21.340 -2.849
H -3.791 -22.543 -0.787
H -2.906 -23.716 0.066
H -2.664 -23.563 -1.672
C -15.372 -24.763 6.020
C -15.896 -23.486 5.364
C -14.646 -22.525 5.279
C -14.927 -21.353 4.339
C -15.411 -21.739 2.978
C -16.544 -22.706 2.944
N -16.339 -23.845 3.981
O -16.722 -25.150 3.577
C -16.518 -23.364 1.559
C -17.943 -22.009 3.244
C -17.057 -22.828 6.171
H -14.578 -25.235 5.441
H -16.175 -25.488 6.156
H -15.065 -24.503 7.033
H -13.712 -23.033 5.038
H -14.430 -22.058 6.240
H -14.070 -20.688 4.225
H -15.632 -20.648 4.780
H -14.549 -22.154 2.457
H -15.718 -20.899 2.355
H -15.567 -23.876 1.418
H -16.737 -22.570 0.845
H -17.231 -24.157 1.334
H -17.784 -21.403 4.137
H -18.825 -22.641 3.345
H -18.376 -21.349 2.492
H -18.015 -23.143 5.757
H -16.955 -21.743 6.140
H -17.020 -23.125 7.219
C -7.748 -9.800 2.376
C -8.546 -9.620 1.126
C -8.572 -10.928 0.273
C -9.354 -12.035 0.909
C -10.838 -11.527 1.205
C -10.958 -10.279 2.017
N -9.996 -9.238 1.442
O -10.163 -7.911 1.803
C -10.719 -10.473 3.573
C -12.473 -9.724 1.919
C -7.956 -8.470 0.219
H -6.704 -9.616 2.122
H -7.844 -10.764 2.875
H -7.980 -9.182 3.243
H -7.542 -11.273 0.183
H -8.970 -10.751 -0.726
H -9.087 -12.502 1.857
H -9.435 -12.881 0.225
H -11.382 -12.314 1.727
H -11.410 -11.446 0.280
H -9.788 -10.999 3.783
H -11.491 -11.042 4.091
H -10.724 -9.573 4.188
H -13.103 -10.549 2.252
H -12.832 -9.423 0.935
H -12.534 -8.845 2.561
H -8.525 -8.344 -0.702
H -6.900 -8.555 -0.035
H -8.018 -7.522 0.754
C -6.510 -24.787 -8.534
C -7.405 -25.675 -7.655
N -6.606 -26.636 -6.920
C -5.798 -27.539 -7.588
C -5.070 -28.275 -6.634
N -5.683 -27.905 -5.369
C -6.572 -26.908 -5.556
C -5.357 -28.482 -4.069
H -5.814 -24.180 -7.956
H -7.117 -24.143 -9.170
H -6.031 -25.404 -9.295
H -8.238 -26.184 -8.139
H -7.924 -25.026 -6.949
H -5.732 -27.488 -8.664
H -4.214 -28.932 -6.615
H -7.222 -26.460 -4.819
H -5.085 -29.532 -4.179
H -6.157 -28.370 -3.338
H -4.408 -28.054 -3.744
C -20.574 -18.333 -5.094
C -19.269 -18.869 -4.571
N -18.802 -20.083 -5.303
C -19.530 -21.239 -5.604
C -18.595 -22.079 -6.284
N -17.445 -21.354 -6.532
C -17.569 -20.150 -5.995
C -16.264 -21.849 -7.288
H -20.550 -17.281 -4.812
H -21.449 -18.859 -4.714
H -20.752 -18.448 -6.163
H -19.239 -19.024 -3.493
H -18.461 -18.138 -4.593
H -20.594 -21.312 -5.430
H -18.748 -22.982 -6.857
H -16.818 -19.374 -5.998
H -15.394 -21.728 -6.643
H -16.145 -21.392 -8.270
H -16.350 -22.925 -7.440
C -7.880 -13.040 -13.997
C -6.623 -12.243 -13.599
N -6.552 -12.132 -12.114
C -7.090 -11.195 -11.279
C -6.802 -11.593 -10.007
N -6.163 -12.814 -10.066
C -6.008 -13.113 -11.349
C -5.730 -13.600 -9.005
H -8.756 -12.394 -13.936
H -8.004 -13.980 -13.459
H -7.583 -13.397 -14.983
H -6.506 -11.281 -14.099
H -5.739 -12.786 -13.932
H -7.637 -10.371 -11.712
H -7.114 -11.204 -9.049
H -5.512 -14.019 -11.663
H -6.190 -13.264 -8.076
H -4.664 -13.442 -8.840
H -5.921 -14.673 -9.008
C -19.577 -10.793 -12.475
C -18.611 -11.958 -12.701
N -17.626 -11.962 -11.605
C -16.480 -11.171 -11.440
C -15.848 -11.572 -10.210
N -16.682 -12.487 -9.656
C -17.739 -12.808 -10.501
C -16.306 -13.164 -8.411
H -20.487 -10.968 -13.050
H -19.272 -9.842 -12.910
H -19.896 -10.588 -11.453
H -18.077 -11.838 -13.643
H -19.205 -12.872 -12.682
H -16.228 -10.550 -12.287
H -14.904 -11.393 -9.717
H -18.511 -13.512 -10.229
H -15.313 -13.609 -8.471
H -16.964 -13.992 -8.148
H -16.274 -12.516 -7.535
C -9.425 -23.274 1.522
C -9.908 -24.708 1.324
O -9.162 -25.550 0.874
O -10.985 -25.141 1.795
H -9.393 -22.759 0.562
H -8.410 -23.204 1.913
H -10.056 -22.826 2.289
*
```

Results of the Mulliken charge analysis, in e, for atoms 1 through 2: 0.564, -0.216

***

2.
A cluster of 3 separate species, C18H27N2O12PS in total at a distorted geometry, computed with ωB97M-V/def2-TZVPD.

Output
SMILES = NC(=O)CC[C@@]1(COc2ccccc2)OC(=O)O[C@]1(N=C=O)P(O)(O)=S.OCCO.OCCO
total energy = -66779.1368 eV
HOMO level = -9.08 eV
HOMO-LUMO gap = 9.0 eV
max |F| = 1.437 eV/Å
molar mass = 526.5 g/mol
E_LUMO = -0.12 eV

```
! RIJCOSX wB97M-V def2-TZVPD def2/J DEFGRID3
* xyz 0 1
N 1.082 4.402 0.077
C 0.133 4.790 -0.923
O 0.373 5.671 -1.691
C -1.162 4.008 -1.036
C -0.952 2.840 -2.030
C -0.876 1.432 -1.453
C -0.227 0.514 -2.488
O 0.991 1.033 -2.974
C 2.059 1.077 -2.103
C 2.353 0.074 -1.196
C 3.443 0.202 -0.357
C 4.254 1.323 -0.435
C 3.967 2.314 -1.361
C 2.866 2.197 -2.191
O -0.143 1.449 -0.219
C -0.991 1.381 0.821
O -0.677 1.284 1.955
O -2.278 1.435 0.371
C -2.252 0.872 -0.964
N -3.428 1.336 -1.614
C -3.634 1.122 -2.804
O -3.951 0.933 -3.911
P -2.412 -0.986 -0.677
O -0.984 -1.491 -0.171
O -3.314 -1.049 0.639
S -3.136 -1.968 -2.154
H 1.492 3.504 -0.167
H 0.601 4.284 0.963
H -1.508 3.681 -0.061
H -1.910 4.687 -1.436
H -0.029 3.022 -2.577
H -1.738 2.883 -2.781
H -0.112 -0.507 -2.138
H -0.894 0.481 -3.351
H 1.735 -0.809 -1.128
H 3.678 -0.568 0.363
H 5.105 1.427 0.221
H 4.607 3.181 -1.429
H 2.635 2.972 -2.909
H -0.823 -2.357 -0.574
H -2.741 -1.064 1.425
O 5.068 -4.415 2.365
C 6.355 -3.866 2.078
C 6.247 -2.804 1.008
O 5.356 -1.774 1.413
H 4.795 -4.950 1.613
H 6.703 -3.422 3.009
H 7.053 -4.654 1.778
H 7.217 -2.345 0.818
H 5.885 -3.254 0.074
H 4.645 -2.213 1.897
O -4.559 -2.334 3.034
C -5.940 -2.058 3.273
C -6.810 -3.044 2.526
O -6.513 -4.376 2.911
H -4.366 -2.097 2.121
H -6.086 -2.170 4.347
H -6.181 -1.030 2.988
H -7.864 -2.865 2.743
H -6.651 -2.929 1.445
H -5.556 -4.416 3.029
*
```

Results of the Mulliken charge analysis, in e, for atoms 1 through 2: -0.548, 0.167

***

3.
An isolated molecule of C3H5N3O at a distorted geometry, computed with ωB97M-V/def2-TZVPD.

Output
SMILES = COn1cnnc1
total energy = -9704.2860 eV
HOMO level = -9.72 eV
HOMO-LUMO gap = 10.1 eV
max |F| = 7.511 eV/Å
relative energy (zero: lowest compared OMol25 entry of this formula, charge and spin) = 6.2978 eV
molar mass = 99.1 g/mol
E_LUMO = 0.37 eV

```
! RIJCOSX wB97M-V def2-TZVPD def2/J DEFGRID3
* xyz 0 1
C -1.576 -0.252 0.629
O -1.094 0.476 -0.663
N 0.344 0.457 -0.694
C 1.218 1.295 -0.002
N 2.219 0.422 0.352
N 1.989 -0.960 0.113
C 0.822 -0.819 -0.710
H -2.829 -0.288 0.256
H -1.450 0.398 1.457
H -1.274 -1.369 0.632
H 1.123 2.349 -0.131
H 0.509 -1.707 -1.239
*
```

Results of the Mulliken charge analysis, in e, for atoms 1 through 2: -0.558, -0.312